P) The following is a quantum chemistry calculation of a structure of composition C33H40AsBrI2N6O3RuSeSi2, from OMol25.

- Highest occupied orbital energy (spin up / spin down): -9.669 / -9.632 eV
- Gap between HOMO and LUMO (spin up / spin down): 0.216 / 0.193 Eh

```
! wB97M-V def2-TZVPD RIJCOSX def2/J DEFGRID3
* xyz 1 2
Ru 0.73 -0.25 -0.88
O 5.51 5.65 -0.88
N 4.48 5.32 -1.42
O 3.88 6.01 -2.22
C 3.93 3.99 -1.09
C 4.69 3.22 -0.31
C 4.28 1.90 0.07
C 5.05 1.08 0.91
C 4.58 -0.17 1.21
C 3.36 -0.60 0.68
N 2.62 0.16 -0.10
C 3.07 1.41 -0.40
C 2.25 2.24 -1.23
N 1.07 1.69 -1.63
C 0.23 2.42 -2.34
C 0.52 3.73 -2.70
C 1.71 4.29 -2.33
C 2.64 3.54 -1.57
H 5.65 3.60 0.01
H 5.99 1.45 1.31
H 5.13 -0.83 1.86
H 2.97 -1.58 0.91
H -0.70 1.94 -2.63
H -0.20 4.30 -3.28
H 1.95 5.30 -2.61
Se -3.64 -0.41 -3.00
C -2.04 -0.40 -2.28
N -0.98 -0.41 -1.78
C -1.95 -4.50 -1.08
Si -0.41 -4.22 -2.08
C 0.59 -5.80 -2.07
C -0.84 -3.54 -3.75
As 1.06 -2.63 -1.01
Si 2.89 -2.59 -2.61
C 4.32 -3.31 -1.63
C 3.23 -0.83 -3.16
C 2.72 -3.57 -4.19
H -2.46 -5.39 -1.46
H -2.64 -3.66 -1.15
H -1.73 -4.66 -0.02
H 0.08 -6.60 -2.61
H 0.75 -6.12 -1.04
H 1.58 -5.66 -2.53
H -1.49 -4.23 -4.29
H 0.04 -3.36 -4.36
H -1.38 -2.59 -3.64
H 4.59 -2.68 -0.78
H 5.21 -3.43 -2.26
H 4.05 -4.29 -1.24
H 3.87 -0.29 -2.45
H 2.31 -0.27 -3.29
H 3.75 -0.84 -4.13
H 2.34 -4.58 -4.07
H 3.73 -3.64 -4.63
H 2.09 -3.05 -4.92
N -0.01 0.99 0.98
C 0.50 2.28 1.27
C -0.11 3.41 0.73
C 0.41 4.67 0.98
C 1.55 4.82 1.76
C 2.16 3.69 2.29
C 1.64 2.43 2.05
H -1.02 0.99 0.85
H 0.26 0.27 1.64
H -0.99 3.29 0.11
H -0.08 5.54 0.56
H 1.96 5.80 1.96
H 3.05 3.79 2.91
H 2.12 1.54 2.46
N 0.32 -3.19 3.58
C 0.65 -1.92 3.29
O 0.80 -1.54 2.13
C 0.77 -0.99 4.46
I -1.09 0.02 4.74
H 0.17 -3.84 2.82
H 0.15 -3.51 4.52
H 1.52 -0.23 4.27
H 0.98 -1.51 5.39
Br -4.25 -4.18 2.48
C -4.96 -2.43 2.46
C -6.24 -2.24 2.95
C -6.79 -0.97 2.99
C -6.05 0.12 2.54
C -4.78 -0.07 2.03
C -4.23 -1.34 1.98
I -2.31 -1.56 1.18
H -6.81 -3.09 3.30
H -7.79 -0.83 3.37
H -6.47 1.11 2.58
H -4.21 0.77 1.67
*
```

Atom charges from the Mulliken analysis, given in e for atoms 1 to 6: 0.996 -0.627 1.064 -0.634 -1.063 -0.348

=====

Q) The following is a quantum chemistry calculation of a structure of composition C33H40AsBrI2N6O3RuSeSi2, from OMol25.

- Highest occupied orbital energy (spin up / spin down): -9.539 / -9.524 eV
- Gap between HOMO and LUMO (spin up / spin down): 0.205 / 0.204 Eh

```
! wB97M-V def2-TZVPD RIJCOSX def2/J DEFGRID3
* xyz 1 2
Ru 0.18 0.04 0.06
O -2.68 -1.59 6.42
N -3.50 -1.32 5.57
O -4.69 -1.38 5.71
C -2.99 -0.87 4.23
C -3.95 -0.46 3.38
C -3.62 -0.06 2.04
C -4.58 0.35 1.10
C -4.17 0.68 -0.17
C -2.81 0.61 -0.49
N -1.89 0.24 0.40
C -2.28 -0.10 1.65
C -1.25 -0.50 2.58
N 0.03 -0.45 2.11
C 1.00 -0.85 2.92
C 0.76 -1.32 4.21
C -0.52 -1.35 4.70
C -1.58 -0.92 3.88
H -4.98 -0.43 3.71
H -5.62 0.41 1.39
H -4.88 1.00 -0.93
H -2.44 0.87 -1.47
H 2.00 -0.79 2.52
H 1.59 -1.66 4.81
H -0.71 -1.70 5.70
Se 0.58 1.67 -4.56
C 0.25 0.97 -2.97
N 0.04 0.50 -1.91
C 4.10 1.82 2.02
Si 4.40 0.18 1.18
C 5.95 0.25 0.14
C 4.54 -1.21 2.43
As 2.58 -0.07 -0.31
Si 3.27 -1.69 -1.92
C 4.50 -0.89 -3.07
C 1.75 -2.22 -2.87
C 4.05 -3.06 -0.91
H 4.87 2.04 2.76
H 3.13 1.85 2.52
H 4.11 2.63 1.28
H 6.77 0.64 0.74
H 5.82 0.91 -0.72
H 6.24 -0.73 -0.23
H 5.60 -1.39 2.64
H 4.11 -2.15 2.08
H 4.06 -0.95 3.38
H 4.02 -0.07 -3.60
H 4.84 -1.62 -3.82
H 5.37 -0.51 -2.56
H 1.67 -1.63 -3.79
H 0.84 -2.06 -2.29
H 1.81 -3.28 -3.14
H 5.06 -2.77 -0.59
H 4.13 -3.98 -1.49
H 3.46 -3.27 -0.02
N 0.03 2.23 0.18
C 0.92 3.22 0.71
C 2.05 3.57 -0.02
C 2.89 4.56 0.46
C 2.61 5.19 1.67
C 1.49 4.82 2.40
C 0.65 3.83 1.93
H -0.90 2.31 0.56
H -0.02 2.28 -0.83
H 2.25 3.08 -0.96
H 3.75 4.85 -0.12
H 3.27 5.97 2.04
H 1.27 5.31 3.34
H -0.23 3.54 2.49
N -2.58 -2.82 -0.73
C -1.31 -3.05 -0.36
O -0.50 -2.15 -0.14
C -0.96 -4.52 -0.26
I 0.92 -4.89 0.63
H -2.89 -1.88 -0.93
H -3.20 -3.58 -0.94
H -0.94 -4.95 -1.25
H -1.71 -5.04 0.34
Br -2.77 1.30 -6.37
C -4.35 1.03 -5.39
C -5.44 1.85 -5.65
C -6.63 1.68 -4.97
C -6.74 0.68 -4.01
C -5.66 -0.14 -3.74
C -4.46 0.03 -4.43
I -2.88 -1.25 -3.99
H -5.35 2.63 -6.41
H -7.47 2.32 -5.19
H -7.67 0.54 -3.48
H -5.75 -0.93 -3.01
*
```

Atom charges from the Mulliken analysis, given in e for atoms 1 to 6: 0.240 -0.618 1.045 -0.618 -0.645 -0.749

=====

Q) ends up most stable, edging out the next structure by 0.0219 hartree.

=====

P) The following is a quantum chemistry calculation of a cluster of 2 separate species, C4H14NO2 in total, from OMol25.

- Highest occupied orbital energy (spin up / spin down): -3.158 / -11.043 eV
- Gap between HOMO and LUMO (spin up / spin down): 0.140 / 0.425 Eh

```
! wB97M-V def2-TZVPD RIJCOSX def2/J DEFGRID3
* xyz 0 2
C 0.72 0.75 0.61
C 0.00 0.06 -0.45
C -1.40 -0.58 -0.06
C -1.51 -1.63 0.99
O -1.72 -1.06 -1.38
N 0.87 -0.98 -1.14
H -0.04 1.53 0.88
H 1.04 0.12 1.46
H 1.67 1.24 0.40
H -0.22 0.80 -1.23
H -2.08 0.20 0.23
H -1.91 -1.29 1.97
H -2.09 -2.51 0.59
H -0.53 -2.09 1.20
H -2.73 -1.26 -1.37
H 0.23 -1.45 -1.86
H 1.75 -0.62 -1.65
H 1.21 -1.73 -0.50
H 2.19 3.77 1.67
H 3.13 2.72 1.64
O 2.41 3.03 1.12
*
```

Atom charges from the Mulliken analysis, given in e for atoms 1 to 6: -1.018 -1.120 0.531 -1.373 -0.206 -1.960

=====

Q) The following is a quantum chemistry calculation of a cluster of 2 separate species, C4H14NO2 in total, from OMol25.

- Highest occupied orbital energy (spin up / spin down): -2.698 / -11.088 eV
- Gap between HOMO and LUMO (spin up / spin down): 0.126 / 0.426 Eh

```
! wB97M-V def2-TZVPD RIJCOSX def2/J DEFGRID3
* xyz 0 2
O -2.39 -0.07 0.06
C -1.58 -1.18 -0.26
C -0.17 -0.72 -0.65
N 0.33 0.17 0.45
C 1.72 0.69 0.52
C 0.78 -1.86 -0.96
H -2.98 0.15 -0.66
H -1.86 -1.89 -1.04
H -1.49 -1.73 0.68
H -0.22 -0.04 -1.50
H -0.29 1.01 0.45
H 0.19 -0.28 1.39
H 1.85 1.36 1.37
H 1.97 1.26 -0.37
H 2.41 -0.15 0.63
H 1.82 -1.57 -0.99
H 0.70 -2.59 -0.14
H 0.55 -2.36 -1.90
H -0.65 3.91 0.54
H -0.23 2.90 1.66
O -0.44 2.98 0.71
*
```

Atom charges from the Mulliken analysis, given in e for atoms 1 to 6: -0.252 -1.139 0.219 -0.483 -2.209 -1.479

=====

Q) ends up most stable, edging out the next structure by 0.0122 hartree.

=====

P) The following is a quantum chemistry calculation of an isolated molecule of C3H7N3OS, from OMol25.

- SMILES string: O/N=C1\NNC[C@@H]1S
- Highest occupied orbital energy: -8.102 eV
- Gap between HOMO and LUMO: 0.327 Eh

```
! wB97M-V def2-TZVPD RIJCOSX def2/J DEFGRID3
* xyz 0 1
O -0.96 2.60 -0.76
N -0.86 1.72 0.36
C -0.06 0.77 -0.01
N 0.67 0.38 -1.06
N 0.83 -0.97 -1.16
C 0.85 -1.34 0.22
C -0.11 -0.40 0.82
S -1.92 -0.78 0.95
H -1.18 3.52 -0.10
H 0.36 0.95 -1.89
H 1.62 -1.05 -1.67
H 1.88 -1.01 0.64
H 0.62 -2.40 0.10
H 0.14 -0.11 1.82
H -1.88 -1.87 1.74
*
```

Atom charges from the Mulliken analysis, given in e for atoms 1 to 6: -0.480 -0.486 0.240 -0.182 -0.435 -0.295

=====

Q) The following is a quantum chemistry calculation of an isolated molecule of C3H7N3OS, from OMol25.

- SMILES string: N/C=N\CC(=O)NS
- Highest occupied orbital energy: -9.454 eV
- Gap between HOMO and LUMO: 0.365 Eh

```
! wB97M-V def2-TZVPD RIJCOSX def2/J DEFGRID3
* xyz 0 1
N 1.37 -1.28 1.18
C 1.57 -0.92 -0.20
N 1.17 0.12 -0.79
C 0.44 1.06 0.09
C -0.98 0.59 0.55
O -1.35 0.47 1.82
N -1.78 0.18 -0.52
S -1.97 1.30 -1.88
H 1.58 -2.21 1.33
H 0.64 -0.77 1.78
H 2.06 -1.75 -0.83
H 0.84 1.10 1.18
H 0.38 1.97 -0.39
H -2.68 -0.40 -0.49
H -1.30 0.53 -2.83
*
```

Atom charges from the Mulliken analysis, given in e for atoms 1 to 6: -0.416 0.149 -0.451 -1.021 0.585 -0.624

=====

R) The following is a quantum chemistry calculation of an isolated molecule of C3H7N3OS, from OMol25.

- SMILES string: C=NOCC(=S)NN
- Highest occupied orbital energy: -8.396 eV
- Gap between HOMO and LUMO: 0.328 Eh

```
! wB97M-V def2-TZVPD RIJCOSX def2/J DEFGRID3
* xyz 0 1
C 1.52 0.59 -2.14
N 1.04 0.36 -0.98
O 0.53 1.49 -0.37
C -0.15 1.01 0.81
C -1.37 0.14 0.67
S -2.86 0.85 0.47
N -1.22 -1.18 0.71
N -0.06 -1.92 0.86
H 1.76 -0.27 -2.70
H 1.56 1.61 -2.56
H -0.42 1.95 1.31
H 0.64 0.53 1.43
H -2.06 -1.75 0.53
H 0.66 -1.67 0.12
H 0.43 -1.74 1.83
*
```

Atom charges from the Mulliken analysis, given in e for atoms 1 to 6: -0.402 -0.277 -0.146 -0.415 0.338 -0.355

=====

Q) ends up most stable, edging out the next structure by 0.0587 hartree.

=====

P) The following is a quantum chemistry calculation of a cluster of 2 separate species, C8H6N2O2S in total, from OMol25.

- Highest occupied orbital energy: -9.467 eV
- Gap between HOMO and LUMO: 0.354 Eh

```
! wB97M-V def2-TZVPD RIJCOSX def2/J DEFGRID3
* xyz 0 1
C -2.91 0.59 0.41
C -3.01 -0.73 0.85
C -1.69 1.05 -0.05
C -2.01 -1.66 0.62
C -0.72 0.13 -0.30
C -0.88 -1.21 0.01
C 1.34 -0.69 -1.01
C 4.76 0.45 0.50
N 0.48 0.34 -0.86
N 3.91 0.39 -0.32
O 0.78 1.67 -1.27
O 5.69 0.59 1.19
S 0.58 -2.05 -0.34
H -3.77 1.31 0.37
H -3.97 -1.01 1.26
H -1.47 1.99 -0.37
H -1.91 -2.77 0.65
H 1.72 1.86 -0.89
H 3.08 -0.27 -0.44
*
```

Atom charges from the Mulliken analysis, given in e for atoms 1 to 6: -0.414 -0.549 -0.693 -0.384 0.027 0.611

=====

Q) The following is a quantum chemistry calculation of a cluster of 2 separate species, C8H6N2O2S in total, from OMol25.

- Highest occupied orbital energy: -9.930 eV
- Gap between HOMO and LUMO: 0.373 Eh

```
! wB97M-V def2-TZVPD RIJCOSX def2/J DEFGRID3
* xyz 0 1
C -5.48 0.10 0.43
C 1.66 -0.79 0.54
C 0.69 -1.34 -0.29
C 1.41 0.40 1.21
C -0.50 -0.73 -0.54
C 0.22 1.09 0.86
C -0.79 0.45 0.12
C -5.45 -1.26 0.18
N -5.58 1.15 0.87
N -5.38 -2.40 0.17
O -1.93 1.77 -1.54
O -3.37 -0.12 -0.44
S -2.46 1.01 -0.15
H 2.52 -1.31 0.66
H 0.96 -2.34 -0.82
H 2.00 0.93 1.85
H -1.15 -1.29 -1.13
H -0.02 2.02 1.32
H -2.59 2.11 -2.06
*
```

Atom charges from the Mulliken analysis, given in e for atoms 1 to 6: 0.444 -0.417 -0.328 -0.623 -0.587 -0.359

=====

P) ends up most stable, edging out the next structure by 0.0101 hartree.